Record 1
A structure of composition C5H13NO, computed with ωB97M-V with the def2-TZVPD basis set.

<S²> = 0.75
spin multiplicity = 2
E_LUMO (spin up / spin down) = -5.9033 / -5.9104 eV
net charge = +1
energy above the lowest of the compared OMol25 structures with the same formula, charge and spin = 105.05 kcal/mol

```
20
C5H13NO ωB97M-V with the def2-TZVPD basis set
C -1.58 0.48 1.26
C -0.56 -0.71 1.31
C 0.83 0.38 2.03
N 0.48 -0.86 2.45
H -1.87 0.83 2.26
H -1.15 1.33 0.74
H -2.49 0.17 0.76
H -1.22 -1.56 1.47
H -0.12 -0.79 0.32
H 0.52 1.34 2.44
H 1.57 0.35 1.24
H 0.04 -0.87 3.36
C 0.27 0.53 -2.17
O 0.70 0.87 -0.92
C 1.16 -0.52 -2.83
H 0.05 1.42 -2.77
H -0.75 0.08 -2.06
H 0.85 -0.83 -3.82
H 1.06 -1.45 -2.26
H 2.20 -0.19 -2.81
```

These are the Löwdin partial charges, in e, on atoms 1 to 6: atom 1 (C): -0.0646, atom 2 (C): -0.1776, atom 3 (C): 0.1475, atom 4 (N): 0.0716, atom 5 (H): 0.0933, atom 6 (H): 0.0689


Record 2
A cluster of 3 separate species, C19H40BBrN3O5 in total, computed with ωB97M-V with the def2-TZVPD basis set.

E_LUMO = 2.5447 eV
net charge = -1

```
69
C19H40BBrN3O5 ωB97M-V with the def2-TZVPD basis set
C -3.44 -5.81 2.38
C -3.61 -5.11 0.91
O -3.69 -3.64 0.92
B -2.39 -3.07 1.35
Br -2.63 -2.32 3.21
C -1.78 -1.97 0.29
C -1.65 -2.22 -1.32
C -1.08 -1.06 -2.25
N -0.55 0.30 -1.95
C -0.68 0.48 -0.48
C -1.24 -0.49 0.67
H -2.28 -5.97 2.58
H -3.89 -5.12 3.22
H -4.04 -6.83 2.44
H -4.57 -5.61 0.41
H -2.71 -5.40 0.22
H -1.59 -3.95 1.43
H -2.00 -3.25 -1.78
H -1.05 -1.32 -3.42
H -0.31 1.55 -0.10
H -1.28 -0.12 1.79
C -1.21 5.56 -1.68
O -0.39 4.60 -2.33
C -1.11 3.42 -2.71
C -1.21 3.32 -4.24
N -2.11 4.34 -4.78
C -2.06 4.46 -6.24
C -0.74 4.94 -6.86
O -0.41 6.30 -6.55
C 0.28 6.47 -5.31
H -0.56 6.36 -1.31
H -1.92 6.00 -2.38
H -1.74 5.12 -0.83
H -2.10 3.37 -2.24
H -0.52 2.57 -2.35
H -1.58 2.33 -4.52
H -0.20 3.44 -4.65
H -1.88 5.24 -4.37
H -2.84 5.18 -6.52
H -2.34 3.50 -6.69
H -0.86 4.91 -7.95
H 0.10 4.28 -6.64
H 0.92 5.62 -5.07
H -0.43 6.66 -4.51
H 0.91 7.36 -5.40
C 3.34 0.44 4.79
O 4.25 -0.57 4.40
C 4.47 -1.56 5.40
C 3.89 -2.92 4.96
N 2.42 -2.89 4.95
C 1.82 -4.05 4.31
C 2.08 -4.24 2.80
O 1.47 -3.23 1.98
C 2.26 -2.06 1.82
H 3.34 1.22 4.03
H 2.32 0.03 4.87
H 3.63 0.89 5.74
H 4.07 -1.26 6.38
H 5.55 -1.67 5.51
H 4.23 -3.70 5.64
H 4.28 -3.13 3.96
H 2.11 -2.05 4.46
H 0.73 -3.96 4.45
H 2.13 -4.96 4.84
H 1.60 -5.18 2.50
H 3.14 -4.35 2.56
H 3.33 -2.26 1.84
H 1.99 -1.32 2.58
H 2.01 -1.62 0.85
```

These are the Löwdin partial charges, in e, on atoms 1 to 6: atom 1 (C): -0.1323, atom 2 (C): -0.2892, atom 3 (O): -0.2062, atom 4 (B): -1.1328, atom 5 (Br): 0.5291, atom 6 (C): -0.0674


Record 3
A cluster of 2 separate species, C5H9N3S in total, computed with ωB97M-V with the def2-TZVPD basis set.

E_LUMO (spin up / spin down) = -0.2037 / -0.2045 eV
net charge = 0
energy above the lowest of the compared OMol25 structures with the same formula, charge and spin = 64.76 kcal/mol

```
18
C5H9N3S ωB97M-V with the def2-TZVPD basis set
C -3.27 -0.07 -0.62
C -2.37 -0.84 0.15
C -2.46 0.57 -1.57
C 2.78 -0.71 1.77
C 1.83 -0.25 0.75
N -1.10 -0.65 -0.20
N 1.24 1.60 -1.03
N -1.16 0.18 -1.21
S 2.44 1.00 -0.21
H -4.35 -0.29 -0.50
H -2.53 -1.78 0.81
H 3.91 -0.59 1.47
H 2.65 -0.16 2.63
H 2.84 -1.75 2.14
H 0.85 -0.58 0.86
H -2.67 1.24 -2.44
H 1.61 2.49 -1.36
H -0.22 0.58 -1.45
```

These are the Löwdin partial charges, in e, on atoms 1 to 6: atom 1 (C): -0.1107, atom 2 (C): -0.2125, atom 3 (C): -0.0788, atom 4 (C): -0.2184, atom 5 (C): -0.4093, atom 6 (N): -0.0212


Record 4
A structure of composition C48H41N5P2S2ScTe, computed with ωB97M-V with the def2-TZVPD basis set.

E_LUMO = 1.8642 eV
net charge = -1
energy above the lowest of the compared OMol25 structures with the same formula, charge and spin = 20.87 kcal/mol

```
100
C48H41N5P2S2ScTe ωB97M-V with the def2-TZVPD basis set
Sc -1.26 1.86 -0.78
C -1.94 3.78 4.43
S -0.29 3.22 3.93
C -0.52 2.96 2.20
S -1.98 2.22 1.58
N 0.46 3.28 1.45
N 0.36 2.81 0.16
C 0.80 3.78 -0.77
C 1.14 3.25 -2.09
C 2.14 3.81 -2.90
C 2.26 3.38 -4.20
C 1.38 2.42 -4.68
C 0.47 1.87 -3.80
N 0.38 2.23 -2.52
H -1.91 3.94 5.50
H -2.68 3.02 4.19
H -2.20 4.71 3.92
H 1.53 4.49 -0.36
H 2.77 4.59 -2.49
H 3.02 3.81 -4.85
H 1.41 2.08 -5.71
H -0.22 1.11 -4.14
C 1.73 -1.57 2.51
N 1.14 -0.75 1.44
P 2.20 -0.02 0.28
C 3.51 -1.32 0.24
C 3.15 -2.54 -0.35
C 4.06 -3.59 -0.42
C 5.35 -3.42 0.07
C 5.71 -2.22 0.65
C 4.80 -1.18 0.74
C 3.03 1.30 1.22
C 2.74 1.62 2.54
C 3.37 2.69 3.16
C 4.30 3.45 2.46
C 4.58 3.15 1.13
C 3.94 2.09 0.52
P -0.44 -1.08 0.86
C -0.49 -2.93 0.80
C -0.39 -3.57 -0.43
C -0.40 -4.96 -0.52
C -0.52 -5.73 0.63
C -0.63 -5.10 1.86
C -0.63 -3.72 1.94
C -1.52 -0.87 2.32
C -2.85 -1.24 2.14
C -3.78 -1.04 3.14
C -3.39 -0.46 4.34
C -2.08 -0.07 4.52
C -1.15 -0.26 3.51
H 2.63 -1.09 2.89
H 2.01 -2.57 2.15
H 1.03 -1.69 3.33
H 2.15 -2.68 -0.73
H 3.76 -4.53 -0.86
H 6.06 -4.24 0.01
H 6.72 -2.09 1.04
H 5.09 -0.24 1.21
H 1.97 1.08 3.07
H 3.11 2.95 4.17
H 4.78 4.29 2.94
H 5.28 3.76 0.57
H 4.14 1.87 -0.53
H -0.30 -2.99 -1.34
H -0.33 -5.43 -1.49
H -0.53 -6.81 0.56
H -0.74 -5.69 2.76
H -0.75 -3.24 2.91
H -3.17 -1.67 1.19
H -4.82 -1.32 2.98
H -4.12 -0.29 5.12
H -1.78 0.44 5.43
H -0.15 0.14 3.62
C -5.72 2.97 -1.06
C -6.26 2.00 -1.89
C -5.46 0.99 -2.37
C -4.10 0.94 -2.02
C -3.51 1.92 -1.20
C -4.37 2.93 -0.73
C -3.23 -0.14 -2.52
C -3.80 -1.27 -3.20
C -3.01 -2.24 -3.70
C -1.60 -2.14 -3.56
C -0.72 -3.10 -4.10
C 0.64 -2.96 -3.94
C 1.14 -1.86 -3.22
C 0.29 -0.94 -2.66
C -1.11 -1.03 -2.84
N -1.92 -0.06 -2.33
H -6.35 3.77 -0.68
H -7.31 2.04 -2.17
H -5.90 0.25 -3.03
H -3.96 3.70 -0.09
H -4.87 -1.34 -3.29
H -3.43 -3.10 -4.21
H -1.13 -3.94 -4.64
H 1.32 -3.68 -4.37
H 2.21 -1.75 -3.08
H 0.69 -0.13 -2.07
Te -1.05 4.95 -1.43
```

These are the Löwdin partial charges, in e, on atoms 1 to 6: atom 1 (Sc): 0.5448, atom 2 (C): -0.4383, atom 3 (S): 0.7832, atom 4 (C): -1.0563, atom 5 (S): 0.6256, atom 6 (N): -0.0976


Record 5
A structure of composition C29H38Cl7N3OSeSi3V, computed with ωB97M-V with the def2-TZVPD basis set.

<S²> = 0.81
spin multiplicity = 2
E_LUMO (spin up / spin down) = -7.0822 / -6.5322 eV
net charge = +2
energy above the lowest of the compared OMol25 structures with the same formula, charge and spin = 16.55 kcal/mol

```
83
C29H38Cl7N3OSeSi3V ωB97M-V with the def2-TZVPD basis set
V -0.27 -0.48 -0.54
Cl 3.61 4.82 3.18
C 2.77 3.58 2.36
C 3.43 2.80 1.42
Cl 5.06 3.12 1.03
C 2.75 1.77 0.77
Cl 3.57 0.83 -0.41
C 1.42 1.50 1.06
O 0.74 0.47 0.40
C 0.75 2.31 1.98
Cl -0.91 2.06 2.33
C 1.43 3.35 2.63
Cl 0.60 4.34 3.75
C -3.27 0.14 2.09
Si -1.98 -1.16 2.44
C -0.67 -0.60 3.64
C -2.93 -2.56 3.23
C -1.17 -1.74 0.79
Si 0.30 -3.00 1.11
C 1.85 -2.11 1.62
C -0.09 -4.27 2.40
C 0.76 -3.86 -0.49
Si -2.46 -2.50 -0.36
C -2.91 -4.26 0.00
C -3.96 -1.48 -0.75
C -1.60 -2.42 -2.07
C -1.84 -3.29 -3.12
C -1.42 -2.97 -4.40
C -0.81 -1.73 -4.62
C -0.59 -0.90 -3.55
N -0.93 -1.26 -2.29
H -3.31 0.87 2.91
H -4.26 -0.33 2.06
H -3.13 0.69 1.16
H -1.11 0.13 4.33
H 0.20 -0.15 3.18
H -0.33 -1.44 4.25
H -3.33 -2.18 4.17
H -2.33 -3.44 3.46
H -3.78 -2.86 2.62
H 1.70 -1.35 2.39
H 2.34 -1.65 0.76
H 2.55 -2.85 2.02
H -0.14 -3.83 3.40
H 0.73 -4.99 2.39
H -1.02 -4.81 2.21
H 0.85 -3.18 -1.34
H 0.05 -4.64 -0.77
H 1.73 -4.33 -0.35
H -3.24 -4.37 1.04
H -2.07 -4.94 -0.16
H -3.74 -4.57 -0.64
H -4.65 -1.41 0.09
H -4.49 -1.95 -1.58
H -3.70 -0.46 -1.05
H -2.38 -4.22 -2.93
H -1.59 -3.65 -5.23
H -0.53 -1.41 -5.62
H -0.16 0.08 -3.69
C -1.52 4.71 -0.30
N -0.31 4.07 -0.82
C -0.18 2.81 -1.23
Se -1.56 1.52 -1.18
N 1.09 2.63 -1.63
C 1.82 3.81 -1.46
C 3.15 4.13 -1.69
C 3.52 5.43 -1.40
C 2.60 6.37 -0.91
C 1.29 6.04 -0.67
C 0.92 4.73 -0.95
H -2.36 4.03 -0.39
H -1.73 5.61 -0.89
H -1.38 4.98 0.74
H 1.47 1.77 -1.98
H 3.85 3.41 -2.08
H 4.55 5.73 -1.56
H 2.94 7.38 -0.71
H 0.58 6.77 -0.29
Cl 2.35 -1.11 -2.65
C 3.92 -1.82 -3.20
Cl 4.54 -2.96 -2.03
H 4.63 -1.01 -3.31
H 3.73 -2.32 -4.13
```

These are the Löwdin partial charges, in e, on atoms 1 to 6: atom 1 (V): 0.6584, atom 2 (Cl): 0.7676, atom 3 (C): -0.6971, atom 4 (C): -0.6914, atom 5 (Cl): 0.7680, atom 6 (C): -0.5979


Record 6
A cluster of 6 separate species, C15H30N6O3 in total, computed with ωB97M-V with the def2-TZVPD basis set.

<S²> = 0.75
spin multiplicity = 2
E_LUMO (spin up / spin down) = 2.4353 / 2.3902 eV
net charge = -1

```
54
C15H30N6O3 ωB97M-V with the def2-TZVPD basis set
C -2.64 -4.51 -0.36
O -1.47 -4.61 -0.68
N -3.25 -3.33 -0.01
C -4.69 -3.21 0.10
C -2.54 -2.00 0.05
H -3.45 -5.26 -0.30
H -4.87 -2.72 1.05
H -5.25 -4.12 -0.10
H -5.12 -2.60 -0.70
H -2.61 -1.82 1.13
H -1.49 -2.25 -0.09
H -2.75 -1.20 -0.66
C -2.88 0.21 6.17
O -2.30 0.13 7.26
N -2.30 -0.22 5.00
C -3.19 -0.40 3.87
C -1.01 -0.76 4.92
H -3.77 0.84 6.02
H -2.65 -0.17 2.96
H -4.05 0.27 3.81
H -3.34 -1.47 3.69
H -0.65 -0.28 4.00
H -0.36 -0.57 5.77
H -0.91 -1.84 4.79
C 4.68 1.63 -2.33
O 4.07 0.70 -1.84
N 4.94 1.84 -3.63
C 5.39 3.11 -4.15
C 4.47 0.90 -4.64
H 5.23 2.34 -1.69
H 5.84 3.80 -3.43
H 4.61 3.69 -4.64
H 6.06 3.05 -5.01
H 5.11 0.99 -5.51
H 4.42 -0.14 -4.31
H 3.49 1.20 -5.00
C 0.86 0.66 -1.12
C 0.22 0.18 0.12
N -0.25 -0.20 1.09
H 1.60 1.45 -0.94
H 0.07 0.86 -1.84
H 1.43 -0.23 -1.40
C -1.09 2.57 -4.11
C -0.85 1.17 -4.50
N -0.72 0.04 -4.67
H -2.05 2.94 -4.47
H -0.21 3.09 -4.48
H -1.05 2.51 -3.03
C 1.83 1.11 2.98
C 2.04 -0.29 3.03
N 2.22 -1.43 3.08
H 0.77 1.23 3.18
H 1.97 1.42 1.95
H 2.46 1.72 3.63
```

These are the Löwdin partial charges, in e, on atoms 1 to 6: atom 1 (C): -0.3414, atom 2 (O): 0.0204, atom 3 (N): -0.1940, atom 4 (C): -0.0945, atom 5 (C): -0.0470, atom 6 (H): 0.1218